{"formula": "C5H9N4O2", "method": "ωB97M-V/def2-TZVPD", "species": ["H", "N", "C", "C", "C", "N", "N", "O", "O", "N", "C", "C", "H", "H", "H", "H", "H", "H", "H", "H"], "coordinates": [[-0.319, 2.154, -0.373], [-1.239, 1.592, -0.458], [-1.315, 0.373, -0.248], [-2.757, -0.304, -0.189], [-2.619, -1.715, -0.315], [-2.304, -2.806, -0.132], [-3.848, 0.329, 0.112], [-4.905, -0.177, 0.356], [-3.847, 1.677, 0.090], [-0.071, -0.529, -0.174], [1.052, 0.016, -0.897], [0.252, -0.835, 1.283], [-2.959, 2.020, -0.236], [-0.047, -1.482, -0.537], [1.683, 0.671, -0.347], [1.604, -0.771, -1.400], [0.733, 0.681, -1.626], [0.119, 0.200, 1.657], [-0.475, -1.543, 1.630], [1.248, -1.199, 1.494]], "forces_ev_per_a": [[-1.80, -1.46, -0.43], [2.09, 2.06, 0.84], [-2.91, -1.49, -0.91], [6.08, -1.09, -0.84], [-0.82, 0.21, 1.29], [0.13, -0.22, -0.58], [-1.88, 1.26, -0.04], [0.09, -0.23, 0.00], [0.29, 0.58, 0.10], [0.31, -1.36, 0.98], [1.48, 0.41, -0.60], [-0.67, 2.35, 0.23], [-0.37, -0.56, 0.21], [-1.93, -0.09, -0.61], [0.71, -0.04, 1.21], [0.18, -0.06, 0.31], [-1.02, 0.81, -1.81], [0.25, -0.98, 0.99], [-0.49, -0.10, 0.34], [0.28, 0.00, -0.67]], "lumo_ev": -4.87, "e_above_lowest_kj_mol": 619.1, "total_charge": 1, "gap_ha": 0.32760, "smiles": "[H]/N=C(/C(C#N)=[N+](/[O-])O)[NH+](C)C", "energy_ha": -564.9625, "e_homo_ev": -13.8}